Entry from the Open Molecules 2025 dataset: a 4-piece molecular cluster, C2H14N2O3 overall in a non-equilibrium geometry (wB97M-V/def2-TZVPD).

Each line ends with the natural charge from an NBO analysis.
Element x y z (Å)
C (1.39823, -0.53795, 2.52710)  -0.429
N (1.84492, -0.53199, 1.12910)  -0.662
C (2.15230, 0.74527, 0.55237)  -0.038
N (2.60213, 0.62436, -0.82002)  -0.840
H (1.17949, -1.57025, 2.76953)  0.217
H (2.21213, -0.15500, 3.15756)  0.166
H (0.45479, -0.02305, 2.69481)  0.212
H (2.56861, -1.21843, 0.98512)  0.369
H (2.98743, 1.23692, 1.07658)  0.142
H (1.24869, 1.35813, 0.65310)  0.157
H (1.88920, 0.44512, -1.50881)  0.359
H (3.07840, 1.48222, -1.05172)  0.359
O (-0.95316, -1.68245, 1.39071)  -0.968
H (-0.18469, -1.40888, 0.86519)  0.488
H (-1.59024, -2.06336, 0.77819)  0.469
O (-2.09351, 1.89667, -2.89696)  -0.945
H (-2.41961, 1.00671, -2.72645)  0.480
H (-1.25049, 1.78954, -3.35341)  0.465
O (-4.63476, -0.48205, -2.14913)  -0.941
H (-5.34982, -1.05849, -2.45660)  0.470
H (-5.14006, 0.14696, -1.61626)  0.471

Summary:
SMILES	CNCN.O.O.O
gap between HOMO and LUMO	9.391	eV
highest occupied orbital energy	-8.83	eV
maximum force	1.38	eV Å⁻¹
energy	-11423.37400	eV